23
Properties=species:S:1:pos:R:3:lowdin_charge:R:1 method="wB97M-V/def2-TZVPD" e_tot_ev=-12947.94431 orbital_gap_ev=9.800 total_charge=0 de_lowest_kcal_mol=87.0 largest_force_ev_per_a=1.53 homo_ha=-0.3304
C -0.7398 -0.1992 -0.7320 -0.547
C -1.8145 -0.9157 -1.5653 -0.052
C -0.9878 1.3149 -0.7583 -0.038
C 2.4374 1.2322 0.9118 -0.059
C -0.7458 -0.6714 0.7330 -0.431
C 1.9750 0.2105 1.8376 -0.270
N 0.6225 -0.4450 -1.2588 0.068
O -1.5929 -1.7347 0.9390 0.041
N -0.0572 -0.1651 1.6556 0.081
N 1.9989 -0.5278 2.7706 0.103
H -1.5453 -1.9528 1.8810 0.111
H 0.6435 -0.2049 -2.2460 0.082
H 0.8483 -1.4332 -1.1943 0.090
H 0.7218 -0.7521 2.6216 0.109
H -1.6371 -1.9905 -1.5926 0.080
H -0.9080 1.6880 -1.7823 0.083
H -2.8128 -0.7518 -1.1592 0.085
H -1.7891 -0.5311 -2.5878 0.082
H -1.9870 1.5462 -0.3882 0.090
H -0.2609 1.8299 -0.1350 0.062
H 1.9486 2.1800 1.1395 0.088
H 3.5198 1.3447 1.0104 0.088
H 2.1624 0.9290 -0.1002 0.054